Molecular formula: C48H36HfN2O2P2S3
Method: DFT, ωB97M-V/def2-TZVPD

## Properties
energy above the lowest of the compared OMol25 structures with the same formula, charge and spin = 22.21 kJ/mol
LUMO level = -0.2 eV
spin multiplicity = 1
DFT total energy = -109829.322 eV
orbital gap = 7.292 eV
E_HOMO = -0.27382 hartree

Each line ends with the Mulliken charge.
Atoms and positions in Å:
Hf -0.522 -0.242 -0.730  0.115
S -0.978 -1.613 1.405  -0.915
P -0.116 0.053 2.207  2.694
C 0.465 0.996 0.918  -1.378
P 2.092 0.836 0.439  1.578
S 2.253 -0.884 -0.641  -0.561
C 2.572 2.257 -0.589  0.524
C 1.751 3.373 -0.679  -0.068
C 2.154 4.468 -1.431  -0.700
C 3.377 4.449 -2.087  -0.566
C 4.197 3.331 -1.999  -0.735
C 3.794 2.234 -1.254  -0.575
C 3.377 0.938 1.721  1.072
C 4.256 -0.102 1.979  -0.204
C 5.268 0.066 2.918  -0.695
C 5.400 1.269 3.591  -0.496
C 4.518 2.314 3.335  -0.753
C 3.509 2.149 2.402  -0.744
C -1.400 0.904 3.150  0.382
C -1.885 2.123 2.693  -0.343
C -2.935 2.740 3.362  -0.695
C -3.493 2.141 4.481  -0.485
C -3.008 0.920 4.938  -0.720
C -1.965 0.298 4.271  -0.533
C 1.074 -0.521 3.451  0.265
C 1.634 -1.791 3.354  -0.593
C 2.576 -2.205 4.285  -0.787
C 2.969 -1.349 5.304  -0.504
C 2.420 -0.076 5.395  -0.700
C 1.472 0.336 4.474  -0.334
H 0.792 3.358 -0.175  0.286
H 1.510 5.335 -1.511  0.453
H 3.693 5.305 -2.670  0.377
H 5.149 3.314 -2.515  0.449
H 4.418 1.349 -1.197  0.454
H 4.142 -1.036 1.442  0.415
H 5.953 -0.747 3.120  0.423
H 6.192 1.397 4.318  0.404
H 4.622 3.256 3.858  0.424
H 2.824 2.962 2.188  0.388
H -1.443 2.562 1.807  0.267
H -3.321 3.686 3.004  0.426
H -4.311 2.623 5.001  0.401
H -3.446 0.454 5.811  0.414
H -1.590 -0.660 4.613  0.430
H 1.333 -2.449 2.549  0.366
H 3.007 -3.195 4.209  0.410
H 3.706 -1.671 6.028  0.408
H 2.734 0.593 6.185  0.427
H 1.037 1.327 4.546  0.468
O -0.430 1.003 -4.614  -0.728
S 0.238 0.406 -3.500  1.205
O 0.362 1.217 -2.269  -0.411
N -0.446 -0.894 -2.882  -0.069
C -1.216 -1.818 -3.573  0.860
C -1.177 -2.094 -4.915  -0.600
C -2.053 -3.054 -5.465  -1.002
C -2.956 -3.718 -4.687  -0.947
C -3.021 -3.444 -3.299  0.981
C -3.960 -4.038 -2.429  -0.671
C -3.976 -3.678 -1.116  -1.117
C -3.034 -2.742 -0.647  0.270
N -2.127 -2.180 -1.415  -0.330
C -2.135 -2.506 -2.741  -0.377
C 1.875 -0.006 -4.000  0.552
C 2.738 1.038 -4.296  -0.533
C 4.034 0.743 -4.687  -0.667
C 4.446 -0.579 -4.787  -0.566
C 3.568 -1.614 -4.493  -0.758
C 2.273 -1.331 -4.089  0.018
H -0.491 -1.554 -5.554  0.491
H -2.006 -3.254 -6.528  0.391
H -3.636 -4.443 -5.115  0.412
H -4.666 -4.761 -2.821  0.446
H -4.697 -4.088 -0.422  0.452
H -3.042 -2.447 0.392  0.186
H 2.403 2.063 -4.201  0.433
H 4.723 1.547 -4.909  0.445
H 5.461 -0.804 -5.090  0.393
H 3.897 -2.642 -4.561  0.411
H 1.589 -2.126 -3.825  0.296
C -2.395 0.897 -0.866  -1.080
C -3.531 0.554 -0.583  0.141
C -4.815 0.043 -0.204  0.727
C -5.079 -0.204 1.148  0.101
C -6.283 -0.774 1.529  -0.721
C -7.235 -1.100 0.570  -0.464
C -6.979 -0.852 -0.772  -0.604
C -5.776 -0.284 -1.161  -0.334
H -4.326 0.051 1.884  0.372
H -6.480 -0.963 2.576  0.437
H -8.176 -1.543 0.869  0.408
H -7.721 -1.103 -1.520  0.404
H -5.564 -0.096 -2.205  0.504